Entry from the Open Molecules 2025 dataset: a cluster of 2 separate species, C3H11NO in total in a non-equilibrium geometry (ωB97M-V/def2-TZVPD).

Calculated values
**DFT total energy**: -250.84001 Ha
**Spin multiplicity**: 1
**SMILES**: CNC.CO

Cartesian coordinates (Å):
C1 1.52 -1.59 1.53
O1 1.80 -1.10 0.21
H1 0.73 -2.34 1.43
H2 1.18 -0.84 2.23
H3 2.40 -2.17 1.78
C2 -0.80 1.25 -1.76
N1 -0.95 1.38 -0.30
C3 -1.59 0.18 0.24
H4 -0.12 2.04 -2.08
H5 -1.70 1.48 -2.35
H6 -0.39 0.29 -2.07
H7 1.99 -0.18 0.25
H8 -1.60 2.16 -0.20
H9 -0.91 -0.64 0.48
H10 -2.20 0.35 1.13
H11 -2.30 -0.26 -0.47

***

Entry from the Open Molecules 2025 dataset: a cluster of 2 separate species, C3H11NO in total in a non-equilibrium geometry (ωB97M-V/def2-TZVPD).

Calculated values
**DFT total energy**: -250.77206 Ha
**Spin multiplicity**: 1

Cartesian coordinates (Å):
C1 -1.75 -2.42 -1.02
O1 -1.03 -1.31 -0.81
H1 -2.36 -2.36 -1.93
H2 -1.05 -3.31 -1.29
H3 -2.25 -2.80 -0.08
C2 1.73 0.47 0.99
C3 1.02 1.74 0.35
N1 -0.37 1.35 0.01
H4 1.04 -0.30 1.26
H5 2.44 0.01 0.28
H6 2.28 0.81 1.89
H7 1.13 2.55 1.09
H8 1.45 2.05 -0.61
H9 -0.89 1.31 0.93
H10 -0.49 0.36 -0.32
H11 -0.89 1.86 -0.72

***

Looking at energy above the lowest of the compared OMol25 structures with the same formula, charge and spin for the records above, in order, we have 35.5, 78.2 kcal/mol.